Molecular formula: C4H7N2O
Method: DFT, ωB97M-V/def2-TZVPD

```
! wB97M-V def2-TZVPD RIJCOSX def2/J DEFGRID3
* xyz 1 1
C -0.3904 0.4905 0.4608
C -1.4478 -0.3740 -0.0514
C 0.7411 1.1082 0.8514
C 0.7543 0.6899 -0.7342
N -2.0590 -0.8605 1.1039
N 1.4773 -0.4147 -1.3329
O -1.4474 -0.9332 -1.0930
H 0.9767 2.1077 0.3098
H 1.2487 1.0400 1.8545
H 0.5972 1.6171 -1.3450
H -3.0231 -1.1408 1.1555
H 2.3080 -0.2916 -2.0346
H -1.3833 -1.8333 1.5742
H 1.6477 -1.2055 -0.7189
*
```

The calculated total energy is -340.85694 a.u. The LUMO energy (alpha / beta) is -6.722 / -6.725 eV. As for the energy relative to the best compared isomer or geometry (same formula, charge and spin): 175.27 kcal per mole.

=====

Molecular formula: C4H7N2O
Method: DFT, ωB97M-V/def2-TZVPD

```
! wB97M-V def2-TZVPD RIJCOSX def2/J DEFGRID3
* xyz 1 3
C -0.2049 -0.9389 -1.1763
C -0.6560 -1.3515 0.1157
C 0.3697 0.3465 1.6126
C 0.3023 0.3227 -1.5584
N -0.4024 -0.8174 1.3013
N -0.0482 1.1127 2.4838
O 0.3299 0.7377 -2.8278
H -0.4496 -1.5453 -2.0413
H -1.1483 -2.3875 0.0748
H 1.0696 0.6900 0.8334
H 0.6972 0.9637 -0.7474
H -0.9459 -1.1281 2.0444
H 0.5245 1.9875 2.7084
H 0.6837 1.6723 -3.0877
*
```

The calculated total energy is -340.94469 a.u. The LUMO energy (alpha / beta) is -3.432 / -8.111 eV. As for the energy relative to the best compared isomer or geometry (same formula, charge and spin): 20.94 kcal per mole.

=====

Molecular formula: C4H7N2O2P
Method: DFT, ωB97M-V/def2-TZVPD

```
! wB97M-V def2-TZVPD RIJCOSX def2/J DEFGRID3
* xyz 0 1
C 0.7192 1.6253 -1.2977
C 1.4417 0.4736 -1.4793
C -0.3402 1.5499 -0.4496
C 1.1424 -0.5625 -0.6712
N -0.5255 0.3298 0.0344
N -1.1617 -1.8228 1.1409
O -1.1768 2.5693 -0.1498
O 1.0045 -1.8922 -0.7213
P -1.2862 -0.1244 1.4444
H 1.0098 2.4161 -2.0001
H 2.2709 0.4517 -2.0261
H -0.9844 -1.9022 0.1529
H -1.9722 -2.3793 1.3642
H -0.9019 3.4948 -0.1382
H 1.1637 -2.1956 0.2027
H -0.0811 0.0027 2.4359
*
```

The calculated total energy is -757.84390 a.u. The LUMO energy is 0.529 eV. As for the energy relative to the best compared isomer or geometry (same formula, charge and spin): 62.46 kcal per mole.

=====

Molecular formula: C4H7N2O3
Method: DFT, ωB97M-V/def2-TZVPD

```
! wB97M-V def2-TZVPD RIJCOSX def2/J DEFGRID3
* xyz 1 1
C 0.4382 1.2947 -0.4732
C -0.7220 -0.8945 -0.3401
C 1.3654 0.2150 -1.0431
C 0.6918 -1.1134 -0.7594
N -0.2164 -0.0847 2.0296
N -0.8502 0.6004 -0.1795
O 0.6005 2.4333 -0.3739
O -1.6578 -1.5733 -0.1593
O -1.9863 1.1260 0.1984
H 1.7226 0.2224 -2.0940
H 2.2535 0.3996 -0.4806
H 0.9386 -1.5113 0.2633
H 0.8607 -1.7647 -1.6253
H 0.0998 0.8928 2.4687
H -0.8499 -0.6739 2.6108
H -2.6886 0.4316 -0.0423
*
```

The calculated total energy is -491.38425 a.u. The LUMO energy (alpha / beta) is -7.897 / -5.901 eV. As for the energy relative to the best compared isomer or geometry (same formula, charge and spin): 142.71 kcal per mole.

=====

Molecular formula: C4H7N2O4P
Method: DFT, ωB97M-V/def2-TZVPD

```
! wB97M-V def2-TZVPD RIJCOSX def2/J DEFGRID3
* xyz -2 1
C -1.3099 0.8610 0.4286
C -2.2874 0.5682 -0.8501
C 1.4503 0.4489 -1.3241
C 0.6979 -0.5057 -0.4696
N -0.1580 0.2952 0.8417
N 0.4329 0.1642 2.0362
O 1.1959 -1.5564 0.1918
O 0.6951 -2.2803 2.8125
O 2.7854 -1.0229 2.2543
O -3.5759 1.0873 -0.5874
P 1.3758 -1.2598 1.9633
H -1.6679 1.7306 0.9411
H -1.8757 0.8586 -1.7552
H -2.4647 -0.5057 -0.7965
H 1.7705 -0.0894 -2.2935
H 2.3346 0.7048 -0.8351
H 0.8234 1.3091 -1.5314
H -0.2222 -0.8077 -1.0266
*
```

The calculated total energy is -908.38361 a.u. The LUMO energy (alpha / beta) is 6.069 / 6.069 eV.

=====

Molecular formula: C4H7N2OP
Method: DFT, ωB97M-V/def2-TZVPD

```
! wB97M-V def2-TZVPD RIJCOSX def2/J DEFGRID3
* xyz 0 1
C -0.1998 0.4468 1.3272
C 0.6019 0.7389 0.2474
C 0.5040 -0.2621 -0.8011
C 1.5020 1.8996 -0.0281
N -0.8742 -0.7185 1.3133
N -0.3670 -1.2254 -0.4710
O 1.2400 -0.3105 -1.7526
P -1.2641 -2.3625 -1.3845
H -0.2475 1.1642 2.2783
H 1.4510 2.6876 0.8589
H 1.2824 2.3346 -0.9491
H 2.4065 1.5193 -0.2888
H -1.8518 -0.8617 1.1349
H -2.5338 -1.8406 -1.2160
H -1.6495 -3.2095 -0.2689
*
```

The calculated total energy is -682.58795 a.u. The LUMO energy is -0.638 eV. As for the energy relative to the best compared isomer or geometry (same formula, charge and spin): 93.60 kcal per mole.

=====

Question: Which of these has the highest calculated total energy?
Answer: number 1